# 1
Density functional theory data (ωB97M-V with the def2-TZVPD basis set) for a molecular structure, C31H19AlCl5NS2SbSe3Te.

Summary:
2S+1: 1
Net charge: -1
Highest occupied orbital energy in eV: -4.33

Last column: Mulliken charge in e.
Positions of all 64 atoms, in Å:
Al 3.596 -0.340 0.240  0.1198
Se 3.610 -0.841 2.747  -0.0606
Se 5.566 0.253 3.656  -0.4093
Te 7.015 -0.787 1.848  -0.0645
Se 5.979 -0.311 -0.370  -0.4114
S 2.095 0.130 -2.187  -0.2430
C 2.201 1.471 -1.183  0.1271
N 2.709 1.322 0.097  0.7445
C 2.599 2.477 0.870  0.0006
C 3.114 2.730 2.154  -0.2653
C 2.976 4.011 2.683  -0.7764
C 2.500 5.073 1.908  -0.3147
C 2.052 4.907 0.602  -0.6769
C 2.062 3.609 0.132  0.8907
S 1.647 3.126 -1.531  -0.1728
H 3.399 1.897 2.813  -0.0647
H 3.247 4.166 3.737  0.3889
H 2.462 6.063 2.387  0.3043
H 1.658 5.724 0.002  0.3988
Cl 4.682 -2.470 -2.404  -0.1738
C 3.853 -3.075 -1.088  0.2836
C 3.236 -2.256 -0.107  0.3833
C 2.296 -2.856 0.728  -0.0854
Cl 1.266 -1.978 1.825  -0.1325
C 2.157 -4.249 0.782  -0.1956
Cl 1.158 -4.959 1.992  -0.2164
C 2.819 -5.061 -0.139  0.1071
Cl 2.387 -6.750 -0.364  -0.2206
C 3.717 -4.482 -1.054  0.1014
Cl 4.696 -5.570 -1.938  -0.2181
C -2.744 -4.463 -1.602  -0.6614
C -2.693 -3.427 -2.553  -0.2886
C -2.394 -2.133 -2.255  -0.4484
C -2.107 -1.783 -0.941  0.2234
C -2.218 -2.743 0.046  -0.1832
C -2.517 -4.121 -0.300  -0.5166
Sb -1.084 0.012 -0.418  0.9201
C -2.427 0.283 1.302  0.2035
C -3.821 0.061 1.164  -0.1673
C -4.644 0.397 2.249  -0.5803
C -4.093 0.903 3.439  -0.4268
C -2.710 1.038 3.567  -0.5350
C -1.887 0.796 2.466  -0.7403
C -1.829 1.391 -1.992  0.3168
C -2.545 2.441 -1.395  -0.5459
C -3.070 3.441 -2.206  -0.6349
C -2.831 3.465 -3.585  -0.4665
C -2.102 2.426 -4.167  -0.4863
C -1.592 1.413 -3.370  -0.2761
H -3.002 -5.527 -1.845  0.3105
H -2.921 -3.627 -3.608  0.3356
H -2.463 -1.311 -2.941  0.3825
H -1.978 -2.454 1.118  0.1618
H -2.630 -4.763 0.577  0.3711
H -4.197 -0.430 0.256  0.3859
H -5.719 0.221 2.211  0.3524
H -4.762 1.134 4.272  0.3366
H -2.286 1.535 4.464  0.3217
H -0.819 0.957 2.516  0.5023
H -2.637 2.538 -0.291  0.2898
H -3.709 4.206 -1.810  0.4054
H -3.377 4.208 -4.176  0.3412
H -1.993 2.326 -5.240  0.3702
H -0.954 0.615 -3.792  0.2789

---

# 2
Density functional theory data (ωB97M-V with the def2-TZVPD basis set) for a molecular structure, C9H6Cl3N2O4Se2TaTe2.

Summary:
2S+1: 1
Net charge: 0
Highest occupied orbital energy in eV: -7.50

Last column: Mulliken charge in e.
Positions of all 29 atoms, in Å:
Ta 0.234 1.980 -0.504  0.6705
N 1.014 0.361 3.265  -0.4272
C 2.223 0.913 2.679  -0.8142
C 1.878 1.594 1.381  1.2200
O 2.289 1.246 0.246  -0.4747
O 1.004 2.545 1.380  -0.5541
H 0.926 0.585 4.244  0.2173
H 0.968 -0.640 3.142  0.1754
H 2.988 0.165 2.467  0.2986
H 2.664 1.671 3.328  0.4173
Se 1.498 4.032 -1.437  -0.2436
Te -0.212 4.802 -3.116  0.0116
Te -2.555 3.794 -1.948  -0.0146
Se -1.741 3.237 0.382  -0.2661
Cl -2.262 -5.297 -0.813  -0.2117
C -1.631 -3.697 -0.593  0.4559
C -2.385 -2.609 -0.988  -0.7956
C -1.881 -1.329 -0.813  0.6354
Cl -2.875 -0.005 -1.303  -0.1022
C -0.621 -1.111 -0.249  -0.5971
O -0.089 0.097 -0.076  -0.0677
C 0.105 -2.245 0.137  0.6742
Cl 1.678 -2.043 0.830  -0.1822
C -0.382 -3.529 -0.025  -0.8096
H -3.361 -2.744 -1.430  0.4482
H 0.211 -4.377 0.282  0.4485
O 0.180 0.343 -4.540  -0.5137
C 0.112 0.857 -3.496  0.7427
N 0.024 1.403 -2.430  -0.3413

---

Question: Which value of net charge does entry 2 give?
Answer: 0

---

Question: Which value of net charge does entry 2 give?
Answer: 0